This record from OMol25 describes a molecular structure, C4H6O2. The level of theory is ωB97M-V with the def2-TZVPD basis set.

Last column: Mulliken charge in e.
Cartesian coordinates (Å):
O: 0.7859 2.2599 0.3231  -0.44
C: 0.5502 1.1147 0.1493  0.35
C: -1.1789 0.5259 -0.0201  -0.48
C: -1.0620 -0.9190 -0.0906  -0.25
O: 0.7439 -1.3439 -0.2225  -0.51
C: 1.5624 -0.3025 -0.0023  -0.23
H: -1.5779 1.0291 -0.9122  0.30
H: -1.6336 0.9164 0.8918  0.30
H: -1.2815 -1.5032 0.8033  0.23
H: -1.2863 -1.4100 -1.0283  0.21
H: 2.2406 -0.0342 -0.8421  0.27
H: 2.1371 -0.3332 0.9507  0.26

The energy relative to the best compared isomer or geometry (same formula, charge and spin) comes out at 285.4 kJ/mol. The calculation puts the highest occupied orbital energy at -9.5 eV. The value obtained for the frontier orbital gap is 0.385 Eh.

***

This record from OMol25 describes 2 unconnected molecules or ions with the total composition C5H6N2O. The level of theory is ωB97M-V with the def2-TZVPD basis set.

Last column: Mulliken charge in e.
Cartesian coordinates (Å):
C: 0.7436 2.0901 0.2809  -0.55
C: 0.0086 1.0901 -0.3499  -0.25
C: 1.7989 0.2746 0.6129  0.04
C: -3.6498 -1.4774 0.5437  0.07
C: 0.1603 -1.3895 -0.5256  -0.63
N: 1.8148 1.5267 0.8641  -0.60
N: 0.6683 -0.0912 -0.0682  0.14
O: -3.7711 -0.4732 0.0901  -0.08
H: 0.5597 3.0699 0.3674  0.49
H: -1.0193 1.0687 -0.7381  0.35
H: 2.4947 -0.4764 1.0356  0.30
H: -0.9099 -1.5787 -0.2988  0.07
H: 0.7638 -2.1363 -0.1666  0.36
H: 0.3373 -1.4975 -1.6474  0.29

The energy relative to the best compared isomer or geometry (same formula, charge and spin) comes out at 72.1 kJ/mol. The calculation puts the highest occupied orbital energy at -8.7 eV. The value obtained for the frontier orbital gap is 0.351 Eh.

***

This record from OMol25 describes 2 unconnected molecules or ions with the total composition C5H15NOP. The level of theory is ωB97M-V with the def2-TZVPD basis set.

Last column: Mulliken charge in e.
Cartesian coordinates (Å):
C: 2.2514 1.1414 -0.0861  -0.76
C: 0.3222 2.6408 -0.6045  -0.90
C: -1.8824 -1.3748 -1.2865  -1.09
C: -1.3159 -2.2338 1.5235  -1.13
C: 0.7067 1.7221 1.5430  -0.23
N: 1.0928 1.8263 0.3398  0.16
O: 0.5382 -1.3953 -0.3304  -0.51
P: -0.8968 -0.9174 0.2224  0.47
H: 3.1432 1.1948 0.6305  0.33
H: 2.0083 0.0937 0.2332  0.28
H: 2.3800 1.2200 -1.1991  0.34
H: 0.4538 2.1336 -1.6416  0.31
H: -0.7059 2.5466 -0.2929  0.42
H: 0.8602 3.6171 -0.8097  0.33
H: -2.2785 -2.4425 -1.2881  0.33
H: -2.8737 -0.7756 -1.6015  0.32
H: -1.2397 -1.3070 -2.1414  0.34
H: -2.4051 -2.2354 1.5531  0.35
H: -0.8917 -3.1904 1.3387  0.39
H: -0.9322 -1.8793 2.5185  0.29
H: 1.2500 1.1587 2.3101  0.33
H: -0.1967 2.2706 1.8044  0.32
H: 0.6757 -2.3062 -0.4144  0.30

As for the total charge: +1. The energy relative to the best compared isomer or geometry (same formula, charge and spin) comes out at 146.0 kJ/mol. The calculation puts the highest occupied orbital energy at -12.2 eV. The value obtained for the frontier orbital gap is 0.287 Eh.

***

This record from OMol25 describes a molecular structure, C32H62Br8F3NiO12S5. The level of theory is ωB97M-V with the def2-TZVPD basis set.

Last column: Mulliken charge in e.
Cartesian coordinates (Å):
Ni: -1.7364 -2.9172 2.3780  0.95
C: -1.1410 -0.3072 0.4517  -0.15
O: 0.1846 -0.7838 0.2159  1.09
O: -1.7154 -1.1135 1.3537  -0.62
C: -0.9597 1.2024 0.8417  0.62
F: 0.1927 1.4821 1.4603  -0.33
F: -0.9536 1.9678 -0.2676  -0.32
F: -2.0023 1.6721 1.5621  -0.10
C: 0.7828 -0.4544 -1.0358  0.54
C: 2.2828 -0.6617 -0.8433  -0.53
H: 2.3700 -1.6446 -0.3743  -0.40
H: 2.8167 -0.6529 -1.7922  0.07
H: 2.7613 0.0662 -0.1896  0.47
H: 0.6506 0.6005 -1.2979  0.87
H: 0.3539 -1.0235 -1.8639  -1.22
H: -1.6844 -0.2824 -0.5036  -0.31
C: 2.4111 -2.3826 4.9816  -0.30
C: 2.7123 -1.0608 4.2569  -0.72
C: 2.2728 -1.1037 2.7791  0.13
S: 1.8212 -2.8785 2.4606  0.76
O: 2.5499 -3.3168 1.3019  -0.67
O: 0.3666 -2.9179 2.6016  -0.07
C: 2.6285 -3.4928 4.0037  -0.92
H: 1.4083 -2.3832 5.4087  0.06
H: 3.1102 -2.4516 5.8156  0.42
H: 3.7845 -0.8656 4.2494  0.36
H: 2.2703 -0.2004 4.7597  0.34
H: 3.1724 -1.0150 2.1689  0.29
H: 1.5573 -0.3954 2.3717  -0.28
H: 3.6557 -3.5979 3.6520  0.40
H: 2.1961 -4.4660 4.2282  0.49
C: -2.4380 -0.2483 -4.0651  -0.34
C: -3.3781 0.6796 -4.8761  -0.82
C: -2.6190 1.0412 -6.1584  -0.93
S: -0.8003 1.0749 -5.7061  1.26
O: -0.3502 2.4342 -5.5987  -0.68
O: -0.1014 0.1432 -6.5755  -0.69
C: -1.0631 0.4007 -4.0114  0.84
H: -2.5011 -1.2733 -4.4284  0.26
H: -2.8653 -0.2391 -3.0577  0.19
H: -3.5196 1.5957 -4.3002  0.30
H: -4.3577 0.2272 -5.0075  0.46
H: -2.7892 2.0490 -6.5288  0.45
H: -2.6825 0.2986 -6.9505  0.36
H: -0.9519 1.1851 -3.2645  0.27
H: -0.1945 -0.2381 -3.8657  -1.01
C: 0.0413 -3.9389 -2.6682  0.63
C: -1.3354 -4.5806 -3.0094  -1.07
C: -2.2543 -4.4874 -1.8105  -0.77
S: -1.1213 -4.8683 -0.4196  0.50
O: -0.9303 -6.2917 -0.4361  -0.57
O: -1.5769 -4.1376 0.7685  -0.23
C: 0.3319 -3.9845 -1.1693  0.78
H: 0.0529 -2.8844 -2.9468  -0.16
H: 0.7713 -4.4552 -3.2865  -0.36
H: -1.2095 -5.6399 -3.2378  0.38
H: -1.7896 -4.1357 -3.8931  0.44
H: -3.1357 -5.1223 -1.7929  0.55
H: -2.5603 -3.4585 -1.5983  0.27
H: 1.2863 -4.3659 -0.8105  0.67
H: 0.2091 -2.9968 -0.7195  -1.11
C: -2.5937 1.5076 5.0182  -0.63
C: -3.1436 0.9340 6.3243  -0.82
C: -3.2960 -0.5832 6.0684  -0.97
S: -1.7199 -0.9993 5.2331  0.74
O: -1.8801 -1.9632 4.1422  -0.30
O: -0.7734 -1.1863 6.3087  -0.59
C: -1.4748 0.6299 4.4732  0.72
H: -2.2928 2.5523 4.9900  0.30
H: -3.3500 1.4715 4.2266  0.29
H: -4.0705 1.4173 6.6208  0.46
H: -2.3984 1.1105 7.1015  0.33
H: -4.0047 -0.7271 5.2496  0.37
H: -3.3563 -1.3013 6.8797  0.49
H: -1.5179 0.5220 3.3915  -0.94
H: -0.4388 0.9037 4.6820  0.44
C: -5.1606 6.2176 3.1261  -0.77
C: -4.2598 5.0011 3.2248  -0.13
C: -3.7873 4.6794 1.7957  -0.13
S: -3.4951 6.3582 1.0600  1.04
O: -4.3218 6.4419 -0.1193  -0.66
O: -2.0711 6.6630 1.0398  -0.63
C: -4.2993 7.2989 2.4808  -0.70
H: -5.6116 6.6251 4.0303  0.35
H: -5.9902 5.9789 2.4534  0.33
H: -4.7278 4.0954 3.6155  0.31
H: -3.3792 5.1777 3.8482  0.06
H: -4.5682 4.3312 1.1172  0.37
H: -2.9406 4.0203 1.6232  -0.24
H: -4.8381 8.1292 2.0362  0.43
H: -3.5481 7.5444 3.2290  0.33
Br: 3.8294 -3.2462 -6.2747  -0.10
C: 2.3826 -3.0329 -5.0035  0.06
C: 2.9849 -2.9459 -3.5992  0.59
Br: 2.9792 -4.7294 -2.6813  -0.13
H: 1.7172 -3.8857 -5.0951  0.44
H: 1.8322 -2.1102 -5.1841  -0.16
H: 2.3643 -2.3263 -2.9534  -0.97
H: 3.9907 -2.5423 -3.6464  0.43
Br: 2.4181 5.7293 1.9198  -0.11
C: 0.7249 4.8171 1.8629  -0.03
C: 0.3221 4.1749 3.1837  0.05
Br: -0.3374 5.5312 4.5136  -0.18
H: 0.7503 4.0696 1.0750  0.10
H: -0.0581 5.5465 1.6597  0.19
H: 1.1526 3.6422 3.6502  0.54
H: -0.4160 3.3769 3.1221  -0.48
Br: 6.3560 -3.8583 0.3869  -0.16
C: 5.5101 -2.6470 -0.9345  0.02
C: 6.2246 -1.2884 -0.8679  -0.50
Br: 5.9805 -0.3396 -2.5837  -0.16
H: 4.4379 -2.6663 -0.7446  -0.49
H: 5.6243 -3.0782 -1.9265  0.42
H: 7.2365 -1.6784 -0.7721  0.54
H: 5.9240 -0.7628 0.0323  0.36
Br: 5.2467 -0.4172 -7.7025  -0.15
C: 4.6254 0.2482 -5.9737  -0.38
C: 3.1624 0.6324 -6.0894  -0.69
Br: 2.3721 0.6299 -4.2879  -0.01
H: 5.3028 0.9324 -5.4694  0.52
H: 4.7222 -0.6587 -5.3740  -0.21
H: 2.5738 -0.0126 -6.7330  0.50
H: 3.0856 1.6406 -6.4912  0.54

As for the expectation value of S²: 2.004. As for the total charge: +1. The energy relative to the best compared isomer or geometry (same formula, charge and spin) comes out at 0.0 kJ/mol. Its spin multiplicity is 3. The calculation puts the highest occupied orbital energy (alpha / beta) at -11.3 / -11.3 eV. The value obtained for the frontier orbital gap (alpha / beta) is 0.296 / 0.244 Eh.

***

This record from OMol25 describes C2Cl2N2O4 in the gas phase. The level of theory is ωB97M-V with the def2-TZVPD basis set.

Last column: Mulliken charge in e.
Cartesian coordinates (Å):
O: 1.1416 0.6786 -2.4749  -0.37
N: 0.1270 0.2021 -2.1357  0.99
O: -0.6940 -0.4850 -2.5768  -0.43
O: -0.2264 0.6576 -0.6148  -0.33
C: 0.6233 0.2058 0.3065  0.84
Cl: 2.0669 -0.6365 -0.3816  -0.15
Cl: 1.4433 1.5680 1.3289  -0.20
C: -0.0430 -0.5530 1.2807  -0.34
N: -0.6671 -1.1341 2.0485  0.67
O: -1.2477 -1.6239 2.9206  -0.67

The energy relative to the best compared isomer or geometry (same formula, charge and spin) comes out at 114.4 kJ/mol. As for the structure (SMILES): O=[N+]([O-])OC(Cl)(Cl)C#[N+][O-]. The calculation puts the highest occupied orbital energy at -10.3 eV. The value obtained for the frontier orbital gap is 0.341 Eh.

***

This record from OMol25 describes a molecular structure, C3H2O3Rb. The level of theory is ωB97M-V with the def2-TZVPD basis set.

Last column: Mulliken charge in e.
Cartesian coordinates (Å):
C: 1.9631 0.4438 0.3008  -0.80
C: 1.5173 -0.2705 -0.6991  0.72
O: 1.0113 -1.0708 -1.3944  -0.43
C: -2.3192 0.3351 1.1106  0.73
O: -2.0144 0.8579 2.0944  -0.31
O: -2.5151 -0.1720 0.0801  -0.41
Rb: -1.9801 -1.5806 -2.8905  0.98
H: 2.1648 1.5045 0.1464  0.25
H: 2.1723 -0.0475 1.2516  0.27

As for the total charge: +1. The energy relative to the best compared isomer or geometry (same formula, charge and spin) comes out at 0.0 kJ/mol. The calculation puts the highest occupied orbital energy at -12.6 eV. The value obtained for the frontier orbital gap is 0.320 Eh.